CBr2ClNP | wB97M-V/def2-TZVPD

```
! wB97M-V def2-TZVPD RIJCOSX def2/J DEFGRID3
* xyz 1 1
C 1.6819 0.0304 0.0533
Br -0.9718 1.4358 0.3270
N 2.7115 0.2078 0.5044
P 0.1155 -0.4367 -0.5981
Cl -3.2226 0.8492 -1.2315
Br -0.3146 -2.0866 0.9449
*
```

Values from the calculation:
gap between HOMO and LUMO (alpha / beta)	6.3 / 5.3	eV
strongest force on any atom	1.97	eV/Å
energy relative to the best compared isomer or geometry (same formula, charge and spin)	264.30	kJ/mol

Here are the Mulliken charges for atoms 1 to 2, given in e:
1 C 0.31
2 Br 0.35


C22H24AuBN10 | wB97M-V/def2-TZVPD

```
! wB97M-V def2-TZVPD RIJCOSX def2/J DEFGRID3
* xyz 1 2
H -1.4959 4.3583 1.4849
H 0.1664 -3.6749 2.1863
C -1.4427 3.0688 -0.8828
H -0.7794 -1.7876 3.2965
N -0.0448 0.1302 3.3080
C -0.0720 2.6400 5.9936
H 0.0619 3.7003 1.9746
N 0.1243 3.6386 6.5242
C -1.1269 -0.8395 5.1927
H 4.8605 -0.7528 -1.7533
C -0.7920 -3.7540 1.6684
C -0.9672 -2.5781 -1.7880
H -0.9983 -4.8103 1.5088
C -0.9511 0.3250 5.9132
H -3.4901 0.3188 -5.3524
H -1.3990 1.9337 -2.7939
H 3.8183 -1.0025 1.8505
N -0.3305 1.4831 0.2081
H -1.5519 -4.5754 -1.0713
H -2.8150 -1.1841 -5.9648
C 0.1454 1.2563 4.0032
H 4.0606 0.7339 1.6072
H -2.4477 0.3390 -6.7802
C 0.5726 0.6154 -4.1255
C 2.7156 -0.5387 -2.2226
H -1.3068 0.4145 6.9311
C -1.1518 2.0428 -1.7502
N -0.1339 -0.1097 -3.2134
N -0.3560 -1.7960 0.1937
H 0.6650 2.0605 3.5142
B 0.1162 -0.2155 -1.7383
C 3.8500 -0.5686 -1.4332
C 4.1683 -0.2479 1.1434
H 2.6006 -0.7227 -3.2767
H -1.1521 -2.5427 -2.8477
C -0.1946 0.7241 -5.2524
H -1.5803 -3.3746 2.3164
C -0.9049 2.6781 0.3462
H 1.5380 1.0381 -3.9062
N -1.3681 -0.4191 -3.7069
C -0.7743 -3.0515 0.3507
N -0.4723 1.0936 -1.0855
C -1.4022 0.0597 -4.9369
N -0.4751 -1.5112 -1.1340
C -2.6066 -0.1261 -5.8095
C -0.9404 3.4348 1.6310
C -0.2993 1.3912 5.3088
H 0.0686 1.2123 -6.1758
C 3.4081 -0.3199 -0.1372
C -0.6618 -0.9058 3.8941
H -1.4428 2.8693 2.4146
C -1.1674 -3.5883 -0.8816
H -1.6225 -1.6958 5.6267
H 5.2255 -0.4233 0.9611
N 2.0842 -0.1468 -0.1769
Au 0.7875 -0.0146 1.3910
H -1.9761 3.9787 -1.0960
N 1.6560 -0.2611 -1.4496
*
```

Values from the calculation:
<S²>	0.7535
gap between HOMO and LUMO (alpha / beta)	7.9 / 6.1	eV
strongest force on any atom	0.29	eV/Å
energy relative to the best compared isomer or geometry (same formula, charge and spin)	27.56	kJ/mol

Here are the Mulliken charges for atoms 1 to 2, given in e:
1 H 0.38
2 H 0.36


C43H41Br2CoGeN5O3 | wB97M-V/def2-TZVPD

```
! wB97M-V def2-TZVPD RIJCOSX def2/J DEFGRID3
* xyz 2 6
H -1.4309 -2.9723 -4.5504
C 4.2266 -3.7930 2.7664
H 3.0378 -3.1890 -4.0736
C -2.5367 0.9151 3.7307
Br 0.6002 4.2513 -2.4954
H 1.9619 -4.9320 0.3832
H -0.3385 2.7991 1.8981
H 1.0859 3.2980 -5.2337
C 3.6458 0.7443 2.0655
C -1.6996 -0.1198 4.1175
H -4.7888 5.4630 0.9936
H 4.3822 -4.7986 3.1105
H 2.7860 -2.4165 -1.6239
C 1.0999 2.3901 -4.6339
C -4.5406 0.9309 0.3575
C 1.3719 1.1103 -5.0969
C 4.5938 0.5383 -0.0847
H 3.6896 -4.6169 0.3092
H 4.5579 0.5077 -1.2476
C -5.7999 0.7418 0.8213
C 6.0866 0.8648 1.8822
C -1.6852 -1.8745 -4.4148
C 2.3281 -1.9015 -2.4977
C -1.9230 0.0675 -2.8873
C -0.7648 2.0404 2.5452
H 6.7911 0.9022 2.7059
H -2.4041 5.6832 -0.1205
C 1.2768 0.1006 -3.0286
C -1.8049 -0.9991 -5.5007
H -4.4480 2.4145 3.0286
H -2.2342 1.0467 -6.2012
C 2.1378 -1.3217 -4.8329
C -2.9990 4.7596 -0.0596
C -0.4155 -0.1157 3.6321
H 1.2217 -2.8092 0.2663
C -4.2382 4.5704 0.5703
C 0.0326 0.9358 2.8888
C -4.7662 3.2868 0.6103
C 0.8896 2.5035 -3.2537
H -0.4695 -0.3743 0.6921
H -2.0456 -0.9846 4.6853
H 5.0387 -3.6577 2.0693
H 2.3495 1.3749 3.6296
H 0.2392 -1.0020 3.6585
H -2.5416 1.8629 -3.7927
Co 1.6801 -0.1416 -0.0458
H -1.1871 -1.6569 -0.3961
H -6.1591 -0.2604 1.0379
H -4.0301 0.0187 0.0822
H -6.7851 3.9065 1.1810
C -1.2890 -0.6997 0.0860
C -1.7068 -1.3427 -3.0730
H 4.2366 -3.0827 3.6009
C -2.7476 2.3815 -0.3940
Br 1.4405 1.0117 -7.0320
N 2.6979 -2.3666 1.5930
H -1.3711 3.8984 -1.2327
C -3.9836 2.2017 0.2219
H 3.4639 -2.1048 0.9744
C -6.1267 3.0827 1.0103
C -2.0422 2.0656 3.0101
C -2.1986 0.8653 -3.9948
H 6.6395 0.5478 -0.1794
H 1.7630 -3.1620 3.8427
H -2.6379 2.9341 2.8685
C 2.8290 -3.7432 2.1067
C 1.5875 -0.1171 -4.3851
Ge -1.6899 0.8063 -1.1114
H 5.0129 0.8107 3.7447
C 5.8975 0.6132 0.5712
C -2.3138 3.6774 -0.6081
C -2.1008 0.3580 -5.3337
C -6.6039 1.8101 1.1146
H -1.6483 -2.0507 -2.2818
C 0.8458 1.3466 -2.5053
O -4.8368 1.8047 3.6756
C 2.4479 -2.2849 -3.8522
N 1.4880 -2.0716 0.8798
N 3.4749 0.5650 0.6512
H 2.2853 -1.4714 -5.9033
H -1.5361 -1.4183 -6.4479
N 1.2672 0.7581 2.1643
O 0.4415 1.3346 -1.1700
H -2.0608 -0.7403 0.8572
C 2.4141 0.9507 2.7214
H 1.8843 -4.9561 3.7116
C 2.8982 -4.8815 1.0041
O -4.4059 -0.1965 4.4334
C 4.7570 0.9283 2.7000
C 1.7668 -4.0076 3.1580
H 0.7604 -3.9388 2.7454
H -7.6211 1.7200 1.4604
H 0.7847 -2.0785 1.5986
C -3.9687 0.8155 3.9878
N 1.6761 -0.7892 -2.0653
H 3.0542 -5.8754 1.4289
*
```

Values from the calculation:
<S²>	8.8060
gap between HOMO and LUMO (alpha / beta)	2.0 / 3.0	eV
strongest force on any atom	7.65	eV/Å
energy relative to the best compared isomer or geometry (same formula, charge and spin)	320.24	kJ/mol

Here are the Mulliken charges for atoms 1 to 2, given in e:
1 H 0.39
2 C -1.76